# C2H8N2O4

A 3-piece molecular cluster, C2H8N2O4 overall (ωB97M-V with the def2-TZVPD basis set, the OMol25 dataset).

Computed properties:
E_HOMO	-10.745	eV
orbital gap	0.4193	Ha
SMILES	NC(=O)NC=O.O.O
energy above the lowest of the compared OMol25 structures with the same formula, charge and spin	6.5	kJ/mol

Cartesian coordinates (Å):
O (0.1940, 0.9744, 0.7981)
O (-1.0538, -2.3236, -1.2640)
O (2.5531, -0.2023, 1.6482)
O (-1.0558, 3.2587, -0.1913)
N (0.4758, -1.0520, -0.1538)
N (-1.3577, 0.3081, -0.6996)
C (-0.2632, 0.1171, 0.0299)
C (0.0445, -2.1857, -0.7830)
H (1.3836, -1.0137, 0.3061)
H (1.9038, 0.5172, 1.4753)
H (-1.7724, 1.2238, -0.7136)
H (-1.3559, 4.0231, 0.3050)
H (3.4047, 0.1436, 1.3573)
H (-0.6259, 2.6354, 0.4194)
H (0.8099, -2.9758, -0.8222)
H (-1.7725, -0.4312, -1.2393)

Population analysis type Mulliken, resulting atomic charges in e: -0.870, -0.579, -0.717, -0.667, -0.020, -0.293, 0.686, 0.096, 0.228, 0.376, 0.202, 0.318, 0.320, 0.373, 0.340, 0.207



# C2H8N2O5PS2

C2H8N2O5PS2 as an isolated structure at a distorted geometry (ωB97M-V with the def2-TZVPD basis set, the OMol25 dataset).

Computed properties:
E_HOMO	-5.114	eV
orbital gap	0.2997	Ha
net charge	-1
energy above the lowest of the compared OMol25 structures with the same formula, charge and spin	61.8	kJ/mol

Cartesian coordinates (Å):
S (1.6882, 0.7392, -0.4010)
S (-0.7071, 1.5711, 0.7415)
P (2.4617, -1.0467, -1.3783)
O (2.6053, 0.9942, 0.7470)
O (1.7964, 1.8024, -1.4495)
O (1.7463, -2.2959, -0.5205)
O (-1.6005, 2.2404, -0.2529)
O (0.0954, 2.5572, 1.4983)
N (0.1317, 0.3180, 0.0178)
N (1.6442, -0.9842, -2.9069)
C (-1.8568, 0.6832, 1.8525)
C (-2.4271, -0.6102, 1.2198)
H (-2.6489, 1.3871, 2.0997)
H (1.7583, -1.8267, -3.4445)
H (-3.4121, -0.3903, 0.8028)
H (1.9196, -0.1575, -3.4147)
H (-1.2772, 0.4132, 2.7389)
H (-2.4872, -1.3768, 1.9995)
H (2.3678, -2.9990, -0.3774)
H (-1.7981, -1.0186, 0.4279)

Population analysis type Mulliken, resulting atomic charges in e: 0.779, 1.016, 0.251, -0.613, -0.650, -0.502, -0.710, -0.651, -0.276, -0.506, -0.478, -0.927, 0.335, 0.217, 0.251, 0.246, 0.300, 0.284, 0.327, 0.308



# C2H8N2OS2

A 2-piece molecular cluster, C2H8N2OS2 overall (ωB97M-V with the def2-TZVPD basis set, the OMol25 dataset).

Computed properties:
E_HOMO	-8.279	eV
orbital gap	0.3191	Ha
SMILES	NC(N)=O.CSS
energy above the lowest of the compared OMol25 structures with the same formula, charge and spin	52.5	kJ/mol

Cartesian coordinates (Å):
S (1.0398, -2.2570, 1.2106)
S (1.4121, -0.8527, 2.6918)
O (-0.8950, 1.5340, -0.4242)
N (-1.2816, -0.6598, -0.8224)
N (-1.3001, 0.8157, -2.6095)
C (1.4934, 0.6454, 1.6610)
C (-1.1159, 0.6297, -1.1953)
H (-1.1739, -1.3603, -1.5364)
H (-0.8918, -0.9173, 0.0676)
H (0.7024, -3.2348, 2.0831)
H (1.8275, 1.4121, 2.3578)
H (-2.1003, 1.4200, -2.6764)
H (2.2944, 0.5099, 0.9353)
H (-0.5605, 1.4022, -2.9367)
H (0.5495, 0.9129, 1.1936)

Population analysis type Mulliken, resulting atomic charges in e: -0.284, -0.026, -0.608, -0.326, -0.627, -0.729, 0.565, 0.260, 0.191, 0.179, 0.320, 0.283, 0.291, 0.287, 0.225



# C2H8N2S2

The molecule C2H8N2S2 at a distorted geometry (ωB97M-V with the def2-TZVPD basis set, the OMol25 dataset).

Computed properties:
E_HOMO (spin up / spin down)	-6.116 / -9.102	eV
orbital gap (spin up / spin down)	0.2504 / 0.2819	Ha
multiplicity	3
energy above the lowest of the compared OMol25 structures with the same formula, charge and spin	0.0	kJ/mol

Cartesian coordinates (Å):
S (-0.7246, 0.6904, 1.0607)
S (-0.2797, -1.2379, -0.4011)
N (-0.3396, 1.9655, 0.1881)
N (-1.6324, -1.9246, -1.1093)
C (0.4851, -0.1940, -1.6355)
C (0.7889, 0.1764, 1.9034)
H (0.6473, -0.6746, 2.6647)
H (-0.2173, 0.3612, -2.4018)
H (-2.1504, -2.6227, -0.5416)
H (-1.1300, 2.6397, 0.3247)
H (1.1144, -0.7825, -2.2954)
H (0.9978, 0.6885, -1.2454)
H (1.3165, -0.0391, 1.0093)
H (1.1242, 0.9535, 2.4793)

Population analysis type Mulliken, resulting atomic charges in e: 0.105, 0.137, -0.534, -0.484, -0.832, -0.720, 0.256, 0.304, 0.237, 0.240, 0.308, 0.364, 0.279, 0.339



# C2H8N3

An isolated ion of composition C2H8N3 and charge +1 at a distorted geometry (ωB97M-V with the def2-TZVPD basis set, the OMol25 dataset).

Computed properties:
E_HOMO	-15.076	eV
orbital gap	0.4363	Ha
net charge	+1
SMILES	CNC(N)=[NH2+]
energy above the lowest of the compared OMol25 structures with the same formula, charge and spin	28.3	kJ/mol

Cartesian coordinates (Å):
N (0.8403, 1.1761, 0.0995)
N (-0.2860, -0.8752, 0.1526)
N (-0.9788, 0.8125, -1.2400)
C (0.4465, -1.3758, 1.3283)
C (-0.0956, 0.3258, -0.3563)
H (1.8058, 0.9946, 0.3105)
H (0.6350, 2.1555, -0.0279)
H (-0.2205, -1.3648, 2.1847)
H (-1.6471, 0.1980, -1.6822)
H (-0.9511, 1.7748, -1.5484)
H (1.2978, -0.7492, 1.5481)
H (-1.0521, -1.4351, -0.1850)
H (0.7581, -2.3957, 1.1388)

Population analysis type Mulliken, resulting atomic charges in e: -0.424, -0.211, -0.379, -0.728, 0.811, 0.243, 0.201, 0.307, 0.213, 0.198, 0.259, 0.219, 0.289



# C2H8N3

An isolated ion of composition C2H8N3 and charge +1 at a distorted geometry (ωB97M-V with the def2-TZVPD basis set, the OMol25 dataset).

Computed properties:
E_HOMO (spin up / spin down)	-16.079 / -15.071	eV
orbital gap (spin up / spin down)	0.3648 / 0.3179	Ha
net charge	+1
SMILES	[H]/N=[N+](\N)CC
energy above the lowest of the compared OMol25 structures with the same formula, charge and spin	688.0	kJ/mol

Cartesian coordinates (Å):
N (-0.4637, 2.1766, -0.3359)
N (0.2168, 0.6975, -0.7501)
N (0.4809, 0.2876, -1.9361)
C (-0.4183, -0.2131, 1.5205)
C (0.5361, -0.1289, 0.4270)
H (0.4539, -1.2136, -0.0542)
H (-0.9269, 0.7352, 1.6648)
H (0.7102, 1.0048, -2.6562)
H (1.2275, -0.4596, -1.8379)
H (-1.3414, -0.6826, 1.2926)
H (1.6215, 0.1390, 0.6249)
H (0.1028, -0.6785, 2.3751)
H (-0.7472, 2.5893, -1.2175)

Population analysis type Mulliken, resulting atomic charges in e: -0.240, 0.424, -0.432, -1.270, -0.161, 0.267, 0.384, 0.337, 0.348, 0.402, 0.366, 0.318, 0.258



Question: energy above the lowest of the compared OMol25 structures with the same formula, charge and spin of number 3 (C2H8N2OS2)?
Answer: 52.5 kJ/mol